Record 1
12
Properties=species:S:1:pos:R:3:forces:R:3:lowdin_charge:R:1 method="wB97M-V/def2-TZVPD" gap_ha=0.3609 lumo_ev=0.4 e_homo_ha=-0.34686 e_tot_ev=-6759.9468 smiles="C=CN=C.O" de_lowest_ev=2.804
C -0.98258 -0.47584 -1.02845 0.57 1.00 0.53 -0.25
C -0.89841 0.51221 -1.90421 2.74 1.87 -1.07 0.01
C 0.36772 -1.62797 0.59117 -0.28 -0.19 0.54 -0.03
N -0.07678 -0.57318 0.03452 1.94 -0.46 0.42 -0.06
H -1.79788 -1.10773 -0.90926 -1.78 -0.97 -0.18 0.08
H 0.10814 1.10464 -2.06583 -1.95 -1.18 1.08 0.10
H -1.60256 0.92643 -2.60980 -0.56 -0.98 -0.06 0.04
H 1.10032 -1.46893 1.45251 -1.03 -0.44 -1.17 0.09
H 0.04312 -2.70318 0.36817 0.45 1.38 0.03 0.09
H 0.91079 0.96721 1.28175 -0.24 -0.07 -0.28 -0.03
H 0.96742 2.51685 1.39256 0.54 -1.82 0.96 0.07
O 1.23597 1.66583 1.86215 -0.41 1.85 -0.79 -0.10

=====

Record 2
74
Properties=species:S:1:pos:R:3:forces:R:3:lowdin_charge:R:1 method="wB97M-V/def2-TZVPD" gap_ha=0.3473 charge=+1 lumo_ev=-2.4 e_homo_ha=-0.43434 e_tot_ev=-44313.7865 de_lowest_ev=0.000
N -0.21731 0.40921 2.06309 0.19 -0.05 0.16 0.25
C -1.48491 0.25667 2.42440 -1.79 0.34 0.86 -0.30
N -2.14368 -0.98332 2.58020 1.61 2.31 -1.80 0.10
C -3.47033 -1.04620 1.88685 -1.69 -0.33 0.34 -0.15
C -4.22407 0.33302 1.78206 -0.16 0.74 0.11 -0.09
C -3.21146 1.51410 1.50069 -0.62 -1.63 -0.32 -0.38
O -3.83349 2.77641 1.33970 1.14 -1.28 -0.22 0.02
N -2.23432 1.47924 2.65699 1.13 -1.83 -1.35 0.12
H 0.42206 -0.35172 1.83205 -0.59 0.08 0.31 0.14
H 0.16433 1.36275 1.97043 -0.36 -0.53 0.27 0.11
H -1.57529 -1.74267 2.14716 -0.25 0.59 0.61 0.10
H -3.31945 -1.53824 0.87791 -0.08 0.84 1.04 0.12
H -4.15182 -1.75205 2.45945 0.99 0.80 -0.59 0.14
H -4.99498 0.26219 0.96436 0.89 0.10 0.70 0.13
H -4.79749 0.59403 2.72830 0.88 -0.43 -1.03 0.14
H -2.59462 1.19545 0.59088 -0.92 0.83 0.54 0.16
H -3.31213 3.21823 0.64578 -0.41 0.13 0.51 0.11
H -1.59363 2.28204 2.52452 -0.29 -0.38 0.22 0.08
O -0.54778 3.65734 1.81966 0.28 -0.52 -0.07 0.05
C 0.54314 4.19389 1.78951 0.37 0.80 0.21 -0.48
O 1.60959 3.54001 2.26056 -0.72 -0.72 -0.21 0.00
C 2.97216 3.98757 2.11264 0.61 0.34 0.09 -0.20
C 3.34916 4.95763 3.21156 -0.22 0.10 0.12 -0.05
C 0.69444 5.61221 1.31732 0.22 -0.08 -0.55 0.03
H 3.14425 4.39477 1.11767 -0.16 0.09 0.10 0.09
H 3.59390 3.09393 2.19288 -0.32 -0.10 0.04 0.13
H 2.74094 5.86307 3.17494 0.11 0.01 -0.11 0.08
H 4.39868 5.24389 3.12669 -0.08 -0.04 -0.05 0.09
H 3.18619 4.50496 4.19200 0.09 -0.05 -0.07 0.09
H 0.46767 6.28746 2.14418 -0.03 -0.06 -0.02 0.11
H -0.01982 5.78224 0.50974 -0.19 -0.02 0.29 0.09
H 1.68119 5.84850 0.90823 -0.27 -0.05 0.46 0.04
O -1.10891 -2.65057 0.66070 0.09 -0.31 -0.20 0.05
C -1.14730 -2.66506 -0.55327 0.26 -0.29 -0.59 -0.51
O -1.49223 -3.77998 -1.19079 -0.28 0.15 0.80 0.03
C -1.75189 -3.86377 -2.60334 0.15 -0.14 -0.62 -0.21
C -0.46988 -4.07247 -3.38167 0.23 0.08 0.13 -0.05
C -0.72176 -1.46630 -1.35475 -0.44 0.47 -0.08 0.02
H -2.31879 -2.99687 -2.94908 0.09 0.06 0.13 0.12
H -2.39939 -4.73079 -2.74026 0.06 0.04 0.32 0.13
H 0.21588 -3.23074 -3.26238 -0.08 0.03 -0.10 0.07
H -0.68221 -4.19600 -4.44501 -0.02 -0.01 0.09 0.09
H 0.05233 -4.96114 -3.02222 -0.15 -0.04 -0.07 0.09
H 0.36362 -1.47711 -1.46586 -0.06 -0.03 -0.02 0.11
H -1.01827 -0.56587 -0.81260 0.19 -0.09 0.09 0.07
H -1.19018 -1.40178 -2.33386 0.18 -0.14 -0.05 0.08
O 3.24797 6.22436 -0.15107 0.42 -0.24 -0.56 0.06
C 3.07142 5.97403 -1.32236 0.07 0.44 -0.22 -0.51
O 3.95092 5.20761 -1.97992 0.10 -0.33 0.55 0.01
C 3.74644 4.69877 -3.30695 0.05 0.11 -0.43 -0.23
C 4.17234 5.71018 -4.35093 -0.03 0.21 0.02 -0.06
C 1.92611 6.58601 -2.08074 -0.53 -0.34 -0.02 0.03
H 2.71657 4.36209 -3.44277 -0.01 0.12 0.06 0.11
H 4.37478 3.81053 -3.38992 0.00 0.10 0.27 0.13
H 3.57550 6.62235 -4.29498 -0.05 -0.09 -0.06 0.07
H 4.07060 5.29276 -5.35454 0.01 0.00 0.07 0.09
H 5.21261 6.00179 -4.19555 -0.03 -0.12 -0.02 0.09
H 2.21186 7.58391 -2.41602 -0.01 -0.06 0.02 0.11
H 1.07099 6.66579 -1.40887 0.19 0.22 0.03 0.08
H 1.59314 5.99446 -2.93072 0.16 0.13 -0.12 0.08
O -0.55297 -8.34169 -2.23950 -0.30 0.26 0.34 0.10
C -0.71175 -8.42270 -1.04779 0.48 -0.13 -0.20 -0.53
O -1.64572 -7.66717 -0.44354 -0.49 0.20 -0.31 -0.01
C -2.04678 -7.81417 0.92459 0.15 0.07 0.25 -0.23
C -1.13002 -7.03790 1.84779 0.20 0.04 0.01 -0.06
C 0.18269 -9.29084 -0.20556 -0.20 -0.60 0.16 0.01
H -2.12584 -8.86782 1.19867 0.11 0.02 -0.05 0.12
H -3.05507 -7.40173 0.99025 0.07 -0.02 -0.25 0.12
H -0.10507 -7.41090 1.80391 -0.07 -0.07 0.07 0.07
H -1.47756 -7.10532 2.88090 0.00 -0.01 -0.06 0.08
H -1.09803 -5.98597 1.55537 -0.11 -0.04 0.01 0.07
H 1.09541 -8.74196 0.03064 -0.06 -0.03 0.00 0.10
H 0.43878 -10.18079 -0.78140 0.12 0.23 -0.09 0.10
H -0.28145 -9.64386 0.71298 0.09 0.18 0.09 0.07